(1)
Density functional theory data (ωB97M-V with the def2-TZVPD basis set) for a molecular structure, C28H24MnN6O8S.

Structure (XYZ):
```
68
Properties=species:S:1:pos:R:3:lowdin_charge:R:1
Mn -0.10 -0.24 0.31 0.608
C 0.68 3.75 1.56 0.002
C 1.35 3.53 2.75 0.010
C 1.60 2.23 3.17 0.044
C 1.17 1.18 2.38 -0.183
N 0.54 1.41 1.21 -0.033
C 0.28 2.66 0.81 -0.075
C 1.31 -0.25 2.67 -0.140
C 1.88 -0.79 3.81 0.020
C 1.92 -2.17 3.98 -0.005
C 1.38 -3.02 3.02 -0.023
C 0.79 -2.51 1.88 -0.053
C 0.75 -1.12 1.72 -0.136
H 0.45 4.75 1.21 0.130
H 1.67 4.37 3.36 0.133
H 2.11 2.04 4.10 0.128
H -0.26 2.77 -0.12 0.131
H 2.30 -0.15 4.57 0.127
H 2.38 -2.58 4.86 0.129
H 1.43 -4.10 3.16 0.129
H 0.40 -3.19 1.13 0.093
O -7.75 -1.28 0.27 0.135
N -6.83 -1.98 -0.03 -0.342
O -6.88 -3.07 -0.54 0.122
C -5.47 -1.39 0.12 -0.084
C -5.35 -0.11 0.62 0.135
C -4.10 0.44 0.74 -0.018
C -2.93 -0.27 0.43 -0.174
O -1.75 0.25 0.70 -0.094
C -3.13 -1.56 -0.10 -0.033
C -4.39 -2.13 -0.26 0.121
N -2.01 -2.35 -0.55 -0.223
O -0.85 -1.85 -0.58 -0.075
O -2.18 -3.46 -0.95 0.200
N -4.01 1.84 1.23 -0.330
O -3.08 2.51 0.85 0.105
O -4.91 2.21 1.94 0.144
H -6.23 0.46 0.91 0.154
H -4.52 -3.12 -0.66 0.149
C -0.63 -1.82 -5.84 -0.080
C 0.33 -0.66 -5.59 -0.221
C 0.44 -0.28 -4.12 -0.176
N 0.98 -1.43 -3.37 0.082
C 1.39 -1.43 -2.13 -0.620
S 1.42 0.08 -1.20 0.910
N 1.84 -2.53 -1.51 0.135
C 1.47 -3.91 -1.78 -0.348
O 1.10 -4.55 -0.84 0.157
C 1.58 -4.39 -3.16 -0.183
C 2.60 -3.94 -4.01 -0.045
C 2.70 -4.46 -5.29 -0.044
C 1.79 -5.41 -5.73 -0.035
C 0.78 -5.87 -4.88 -0.038
C 0.68 -5.37 -3.60 0.004
H -0.72 -2.01 -6.91 0.089
H -1.63 -1.60 -5.46 0.084
H -0.29 -2.76 -5.39 0.057
H -0.01 0.22 -6.13 0.123
H 1.32 -0.89 -5.98 0.121
H -0.53 -0.02 -3.71 0.127
H 1.11 0.57 -3.99 0.114
H 1.04 -2.31 -3.87 0.112
H 2.05 -2.39 -0.52 0.121
H 3.32 -3.22 -3.65 0.128
H 3.50 -4.14 -5.94 0.120
H 1.87 -5.81 -6.73 0.122
H 0.08 -6.62 -5.23 0.122
H -0.08 -5.73 -2.92 0.130
```

Its total charge is +2. The orbital gap (alpha / beta) is 6.2 / 7.2 eV. For the LUMO energy (alpha / beta), the calculation gives -8.68 / -7.72 eV. The multiplicity is 2.


(2)
Density functional theory data (ωB97M-V with the def2-TZVPD basis set) for a molecular structure, C28H25BrFN5O6PtS.

Structure (XYZ):
```
68
Properties=species:S:1:pos:R:3:lowdin_charge:R:1
Pt -1.36 2.99 1.52 1.211
Br 2.09 3.61 0.22 0.892
C 1.78 3.47 2.07 -0.691
C 2.87 3.63 2.92 -0.095
C 2.66 3.51 4.29 -0.022
C 1.39 3.22 4.75 0.023
C 0.37 3.08 3.83 -0.157
N 0.56 3.22 2.51 -0.030
C -1.02 2.68 4.32 -0.568
O -1.21 2.55 5.50 0.093
O -1.90 2.49 3.39 -0.184
H 3.84 3.84 2.51 0.103
H 3.49 3.63 4.97 0.119
H 1.15 3.09 5.79 0.128
O -2.04 5.04 2.18 -0.205
N -3.34 5.03 2.43 -0.197
C -3.80 6.02 3.23 -0.004
C -5.14 6.14 3.51 -0.044
C -6.02 5.21 2.98 -0.056
C -5.54 4.20 2.19 -0.078
C -4.17 4.10 1.90 -0.595
S -3.56 2.83 0.89 0.728
H -3.03 6.68 3.59 0.141
H -5.47 6.94 4.15 0.112
H -7.08 5.27 3.19 0.114
H -6.19 3.44 1.77 0.110
F 1.64 -3.54 1.65 0.072
C 1.30 -2.80 0.57 -0.191
C 0.77 -1.56 0.75 0.099
C 0.48 -0.76 -0.36 -0.042
C -0.12 0.57 -0.14 -0.306
O -0.39 0.89 1.03 -0.050
C -0.39 1.33 -1.32 -0.029
C -0.08 0.78 -2.53 0.049
N 0.49 -0.43 -2.73 0.010
C 0.74 -0.89 -4.07 -0.264
C 1.35 0.07 -5.05 -0.072
C 2.17 -1.07 -4.52 -0.094
C 0.76 -1.24 -1.64 -0.116
C 1.26 -2.54 -1.80 0.058
C 1.53 -3.34 -0.71 -0.144
N 2.09 -4.64 -0.82 -0.081
C 1.43 -5.73 -0.13 -0.127
C 0.32 -6.34 -0.96 -0.070
N 0.90 -6.80 -2.28 0.062
C 1.58 -5.67 -3.01 -0.081
C 2.63 -5.06 -2.09 -0.140
C -0.93 2.75 -1.43 -0.627
O -1.21 3.15 -2.55 0.061
O -0.94 3.52 -0.39 -0.277
H 0.58 -1.18 1.74 0.146
H -0.31 1.35 -3.42 0.146
H 0.00 -1.58 -4.45 0.153
H 1.59 1.06 -4.70 0.116
H 0.99 0.03 -6.07 0.113
H 2.94 -0.83 -3.81 0.116
H 2.39 -1.90 -5.18 0.102
H 1.45 -2.90 -2.81 0.089
H 1.01 -5.39 0.81 0.131
H 2.18 -6.50 0.12 0.142
H -0.45 -5.61 -1.20 0.144
H -0.14 -7.21 -0.48 0.141
H 0.17 -7.22 -2.86 0.185
H 1.58 -7.54 -2.10 0.184
H 0.80 -4.96 -3.27 0.129
H 2.01 -6.08 -3.92 0.140
H 3.11 -4.23 -2.59 0.138
H 3.41 -5.81 -1.89 0.139
```

Its total charge is +1. As for the relative energy (zero: lowest compared OMol25 entry of this formula, charge and spin): 0.0000 eV. The orbital gap (alpha / beta) is 5.8 / 5.9 eV. For the LUMO energy (alpha / beta), the calculation gives -3.43 / -3.43 eV. The multiplicity is 2.


(3)
Density functional theory data (ωB97M-V with the def2-TZVPD basis set) for a molecular structure, C28H25ClCuF3N6O7S.

Structure (XYZ):
```
72
Properties=species:S:1:pos:R:3:lowdin_charge:R:1
Cu 0.26 0.03 1.60 0.148
C -2.96 -0.19 3.69 -0.001
C -2.54 -0.29 2.25 -0.537
O -1.70 -1.08 1.85 -0.042
N -3.16 0.58 1.41 0.077
C -2.68 0.74 0.05 -0.112
C -1.62 1.81 -0.06 -0.252
C -1.64 2.75 -1.08 -0.031
C -0.67 3.75 -1.10 -0.032
C 0.27 3.79 -0.08 -0.042
C 0.22 2.80 0.89 -0.105
N -0.69 1.82 0.90 0.075
H -2.33 -0.84 4.29 0.052
H -4.01 -0.48 3.82 0.084
H -2.83 0.84 4.04 0.091
H -3.66 1.35 1.81 0.144
H -3.52 0.95 -0.61 0.119
H -2.24 -0.22 -0.23 0.092
H -2.41 2.70 -1.84 0.101
H -0.67 4.50 -1.88 0.112
H 1.05 4.54 -0.06 0.053
H 0.95 2.78 1.69 0.124
S 0.63 -0.96 3.73 0.727
C 0.95 -2.50 3.10 -0.823
N 0.15 -3.58 3.33 0.022
C 0.58 -4.71 2.52 -0.142
C 2.01 -4.30 2.14 -0.132
N 2.01 -2.87 2.42 0.039
H -0.80 -3.44 3.61 0.126
H -0.06 -4.84 1.64 0.115
H 0.55 -5.64 3.10 0.109
H 2.25 -4.50 1.10 0.100
H 2.75 -4.80 2.77 0.117
H 2.68 -2.19 1.95 0.135
F -6.99 -0.33 -4.82 0.132
C -6.64 -1.57 -4.44 -0.579
F -7.63 -2.03 -3.64 0.129
F -6.67 -2.34 -5.55 0.134
C -5.31 -1.62 -3.77 -0.127
C -4.44 -0.53 -3.82 -0.001
C -3.19 -0.62 -3.23 -0.015
C -2.80 -1.79 -2.57 -0.225
C -3.69 -2.87 -2.51 -0.005
C -4.93 -2.79 -3.12 -0.007
C -1.51 -1.89 -1.99 0.015
C -0.42 -1.92 -1.47 -0.061
H -4.74 0.37 -4.33 0.121
H -2.50 0.21 -3.27 0.121
H -3.39 -3.78 -2.00 0.121
H -5.61 -3.63 -3.10 0.124
Cl 1.93 -3.16 -1.80 0.558
C 0.90 -1.98 -0.89 -0.554
H 1.40 -1.01 -0.94 0.066
H 0.87 -2.30 0.14 0.050
O 3.72 -0.72 1.08 -0.013
C 3.19 0.36 0.75 -0.573
O 1.95 0.59 0.65 -0.106
C 4.10 1.52 0.43 -0.116
C 5.47 1.39 0.57 0.040
C 6.28 2.51 0.35 -0.150
C 5.74 3.74 0.02 0.070
C 4.36 3.86 -0.13 -0.147
C 3.53 2.73 0.06 0.068
N 3.79 5.09 -0.44 -0.399
O 2.51 5.17 -0.51 -0.144
O 4.54 6.09 -0.64 -0.087
N 7.71 2.40 0.49 -0.360
O 8.41 3.38 0.31 0.053
O 8.18 1.30 0.77 0.051
H 5.91 0.44 0.85 0.113
H 6.37 4.60 -0.13 0.115
H 2.47 2.81 -0.06 0.081
```

Its total charge is -1. As for the relative energy (zero: lowest compared OMol25 entry of this formula, charge and spin): 0.0000 eV. The orbital gap (alpha / beta) is 3.9 / 6.9 eV. For the LUMO energy (alpha / beta), the calculation gives 1.41 / 1.41 eV. The multiplicity is 2.


What is the total charge in the second record?
+1